Below is a cluster of 6 separate species, C21H57N3O6 in total, with properties calculated with ωB97M-V/def2-TZVPD.

Properties
Kohn-Sham gap: 9.71 eV
SMILES: COC[C@H](C)N.COC[C@H](C)N.COC[C@H](C)N.CC(C)O.CC(C)O.CC(C)O
relative energy (zero: lowest compared OMol25 entry of this formula, charge and spin): 0.00 kJ/mol
F_max: 1.68 eV Å⁻¹
lowest unoccupied orbital energy: 0.02234 Eh

```
87
Properties=species:S:1:pos:R:3:forces:R:3:mulliken_charge:R:1
O -4.250 5.125 1.068 0.09 -0.10 -0.39 -0.329
O 2.271 1.882 -2.890 0.08 -0.33 -0.21 -0.420
O 5.359 -1.424 0.443 1.05 0.67 -0.22 -0.561
O -1.070 -1.247 0.078 0.35 0.16 -0.07 -0.211
O -1.099 -2.338 -2.651 -0.12 -0.04 -0.22 -0.458
O 2.508 -5.493 0.836 -0.33 0.22 0.12 -0.217
N 5.235 -0.345 -2.620 -0.54 0.20 0.29 -0.807
N -4.300 7.934 1.579 -0.09 -0.13 0.39 -0.660
N 0.361 -3.734 -0.089 0.69 -0.21 0.03 -0.573
C 1.254 1.609 -1.952 0.09 0.24 0.06 -0.192
C -2.095 -2.090 -4.785 0.17 0.28 -1.08 -1.608
C -6.331 7.605 2.894 0.20 0.62 0.54 -1.378
C -1.649 -1.358 -3.547 0.01 -0.62 0.55 0.975
C 0.466 -4.317 1.257 0.44 -0.65 0.13 0.589
C 4.661 1.746 -1.415 -0.55 0.05 0.48 -1.488
C -1.402 -0.547 1.268 -0.39 -0.23 0.37 0.972
C 4.120 0.468 -2.069 0.87 0.42 0.39 1.507
C -5.450 5.734 1.490 0.28 -0.16 0.61 -0.650
C -2.840 -0.650 -2.914 0.24 -0.22 0.55 -0.981
C 4.993 -1.901 2.756 -0.17 0.01 1.06 -1.437
C 3.090 -6.662 0.307 0.49 0.38 -0.09 -0.803
C 1.159 -5.676 1.234 0.15 -0.26 0.24 -1.053
C -2.353 0.562 0.842 0.10 -0.15 -0.28 -1.621
C -4.482 3.936 0.349 0.19 -0.17 -0.41 -0.676
C 4.823 -0.886 1.666 -0.78 -1.17 -0.92 0.390
C 3.091 0.764 -3.159 0.42 -0.48 0.16 -0.768
C 3.359 -0.545 1.424 -0.44 0.33 0.29 -0.596
C -0.202 -0.016 2.046 0.02 -0.10 -0.31 -1.185
C -5.086 6.939 2.334 0.13 0.40 -0.66 0.436
C -0.911 -4.450 1.883 0.03 0.16 0.05 -1.269
H -0.843 -0.660 -3.805 -0.17 0.20 0.00 -0.022
H -5.985 5.021 2.137 -0.30 0.05 -0.27 0.334
H -1.925 1.013 -0.058 -0.10 0.27 0.15 0.175
H 1.653 1.465 -0.939 0.02 -0.09 -0.03 -0.008
H -6.039 8.276 3.708 -0.04 -0.08 -0.02 0.346
H 0.653 -6.395 0.567 -0.04 0.26 -0.09 0.485
H 5.429 -0.014 1.902 -0.11 0.20 -0.23 0.339
H 5.740 -0.685 -1.803 0.04 -0.09 -0.18 0.302
H 6.042 -2.009 3.032 0.00 -0.30 -0.20 0.369
H -4.898 8.587 1.091 -0.03 -0.11 -0.13 0.235
H -4.430 6.585 3.135 -0.20 -0.07 0.11 0.248
H 0.384 -0.815 2.505 -0.10 -0.08 -0.03 0.302
H -2.510 1.310 1.617 0.13 0.04 0.02 0.488
H -3.687 7.474 0.918 0.00 0.02 0.00 0.262
H -3.569 3.659 -0.182 0.10 0.07 0.23 0.222
H -3.329 0.154 0.577 0.03 -0.05 -0.07 0.392
H -3.140 0.213 -3.505 -0.12 0.04 0.05 0.426
H -2.534 -1.371 -5.488 -0.16 -0.06 0.17 0.394
H -1.361 -3.478 2.076 -0.01 0.06 -0.14 0.089
H -1.962 -1.225 1.936 0.13 0.04 -0.04 -0.001
H 3.650 0.948 -4.079 -0.21 0.23 -0.08 0.411
H 0.618 2.493 -1.937 -0.13 -0.11 0.03 0.328
H -4.764 3.105 1.005 -0.10 0.11 0.02 0.252
H 3.283 0.398 0.883 -0.20 0.03 0.10 -0.036
H -6.815 8.256 2.160 -0.02 -0.26 -0.18 0.343
H 0.473 0.542 1.390 -0.13 0.11 0.03 0.124
H 4.469 -1.591 3.670 0.09 0.12 -0.12 0.376
H 4.169 -6.505 0.295 -0.05 -0.01 0.02 0.214
H -5.244 4.061 -0.432 -0.11 0.08 0.21 0.334
H -0.861 -4.972 2.839 0.00 -0.10 -0.06 0.463
H 2.769 -6.788 -0.731 -0.15 -0.40 0.08 0.317
H -7.076 6.920 3.297 0.10 -0.17 -0.10 0.360
H 5.877 0.298 -3.077 -0.04 -0.13 -0.13 0.284
H 0.677 0.724 -2.236 -0.06 0.00 0.02 0.057
H -1.278 -2.538 -5.359 0.10 -0.11 0.38 0.368
H 2.766 -0.515 2.342 0.30 0.44 0.10 0.432
H -0.413 -1.963 0.198 -0.32 -0.07 0.17 0.163
H 1.301 -3.527 -0.427 -0.06 0.10 0.17 0.185
H 3.669 -0.128 -1.274 -0.07 -0.09 -0.11 -0.499
H 3.931 2.174 -0.716 -0.02 0.04 -0.18 0.299
H -6.049 6.038 0.623 -0.17 -0.12 0.04 0.319
H 2.513 -0.161 -3.289 -0.21 0.24 -0.24 0.260
H -3.670 -1.353 -2.804 -0.06 0.03 -0.31 0.324
H 2.885 -7.529 0.937 -0.14 -0.15 -0.16 0.334
H -2.615 -0.359 -1.883 0.16 0.30 -0.25 -0.017
H -2.833 -2.860 -4.568 -0.02 0.01 0.16 0.369
H 2.812 -1.295 0.839 0.46 -0.18 -0.18 0.093
H 1.131 -6.124 2.241 0.03 0.06 -0.10 0.372
H 0.095 -4.502 -0.709 -0.48 0.38 -0.09 0.268
H 4.890 2.535 -2.133 0.15 -0.13 -0.10 0.409
H -1.563 -4.997 1.200 -0.07 -0.02 0.10 0.335
H 1.144 -3.718 1.879 -0.32 0.36 -0.13 0.087
H -1.157 -2.022 -1.740 -0.06 0.19 -0.08 0.379
H 5.536 1.505 -0.808 0.09 0.01 -0.16 0.370
H 4.791 -2.064 0.005 -0.36 0.00 0.46 0.334
H -0.571 0.636 2.838 0.15 0.03 0.04 0.451
H 4.543 -2.851 2.475 0.17 -0.21 -0.14 0.235
```
Positions in Å, forces in eV/Å.